DFT (ωB97M-V/def2-TZVPD) results for a structure of composition C32H44BaN5O2SeSi in a non-equilibrium geometry.

Computed properties:
HOMO level ... -0.1288 Ha
Net charge ... -1
Spin multiplicity ... 1
E ... -119366.918 eV
Orbital gap ... 5.38 eV

Element x y z (Å)
1 Ba -1.35 0.91 -2.04
2 C 5.88 1.58 0.53
3 C 5.53 0.33 -0.29
4 C 6.42 0.31 -1.54
5 C 5.81 -0.93 0.54
6 C 4.05 0.37 -0.65
7 C 3.58 0.35 -1.96
8 C 2.22 0.39 -2.18
9 N 1.31 0.44 -1.21
10 C 1.74 0.44 0.05
11 C 3.09 0.42 0.36
12 C 0.68 0.47 1.11
13 C 0.98 0.34 2.46
14 C -0.02 0.42 3.42
15 C -1.32 0.59 2.96
16 C -1.55 0.69 1.60
17 N -0.57 0.65 0.69
18 C 0.26 0.32 4.91
19 C 1.76 0.28 5.22
20 C -0.39 -0.96 5.46
21 C -0.34 1.55 5.62
22 H 6.94 1.58 0.78
23 H 5.32 1.62 1.46
24 H 5.66 2.49 -0.04
25 H 7.47 0.29 -1.23
26 H 6.26 1.19 -2.16
27 H 6.24 -0.59 -2.13
28 H 6.87 -0.99 0.78
29 H 5.52 -1.82 -0.02
30 H 5.24 -0.93 1.47
31 H 4.25 0.29 -2.80
32 H 1.82 0.39 -3.20
33 H 3.41 0.45 1.39
34 H 2.00 0.16 2.76
35 H -2.16 0.64 3.63
36 H -2.55 0.82 1.21
37 H 2.23 -0.62 4.81
38 H 1.90 0.26 6.30
39 H 2.27 1.15 4.82
40 H 0.02 -1.84 4.97
41 H -1.47 -0.95 5.29
42 H -0.22 -1.04 6.53
43 H 0.08 2.47 5.21
44 H -0.11 1.51 6.68
45 H -1.42 1.59 5.50
46 C -2.35 6.74 -0.94
47 N -1.65 5.69 -1.65
48 C -0.88 5.95 -2.75
49 C -0.31 4.97 -3.48
50 C -0.58 3.60 -3.10
51 O -0.20 2.62 -3.78
52 N -1.29 3.38 -1.96
53 C -1.82 4.37 -1.21
54 O -2.45 4.18 -0.17
55 H -2.04 7.71 -1.31
56 H -2.14 6.66 0.13
57 H -3.43 6.63 -1.07
58 H -0.75 7.00 -2.99
59 H 0.31 5.18 -4.34
60 C -6.26 -2.13 -1.61
61 Si -4.44 -1.62 -1.81
62 C -3.78 -2.66 -3.24
63 C -3.57 -2.19 -0.22
64 C -4.15 0.16 -2.08
65 H -6.38 -3.20 -1.42
66 H -6.83 -1.88 -2.52
67 H -6.73 -1.59 -0.78
68 H -3.86 -3.73 -3.03
69 H -2.72 -2.44 -3.43
70 H -4.34 -2.45 -4.16
71 H -3.73 -3.25 -0.03
72 H -3.95 -1.63 0.64
73 H -2.49 -2.03 -0.29
74 H -4.55 0.75 -1.24
75 H -4.65 0.52 -2.99
76 Se 0.85 -3.34 -1.33
77 C -0.32 -4.78 -1.66
78 C -0.54 -5.31 -2.94
79 C -1.41 -6.37 -3.11
80 N -2.08 -6.97 -2.12
81 C -1.87 -6.48 -0.90
82 C -1.02 -5.42 -0.62
83 H -0.03 -4.88 -3.79
84 H -1.59 -6.77 -4.10
85 H -2.41 -6.97 -0.09
86 H -0.89 -5.07 0.40

DFT (ωB97M-V/def2-TZVPD) results for a structure of composition C32H44CoN2O2P2S2 in a non-equilibrium geometry.

Computed properties:
HOMO level (alpha / beta) ... -0.1488 / -0.1479 Ha
Net charge ... -1
Spin multiplicity ... 1
E ... -118848.456 eV
Orbital gap (alpha / beta) ... 6.13 / 5.58 eV

Element x y z (Å)
1 Co -0.59 -0.22 -0.36
2 C -1.90 0.30 4.46
3 C -1.48 0.81 3.08
4 C -0.10 1.46 3.18
5 P -1.40 -0.55 1.78
6 C -3.00 -1.47 2.05
7 C -4.18 -0.55 1.79
8 C -3.01 -2.64 1.07
9 C -0.13 -1.64 2.45
10 C -0.34 -2.64 3.38
11 C 0.66 -3.56 3.69
12 C 0.46 -4.61 4.74
13 C 1.84 -3.50 2.95
14 C 2.07 -2.51 2.02
15 C 1.12 -1.49 1.80
16 N 1.27 -0.46 0.93
17 C 2.47 -0.12 0.42
18 C 3.71 -0.30 1.06
19 C 4.90 -0.09 0.40
20 C 4.93 0.34 -0.92
21 C 6.21 0.46 -1.70
22 C 3.72 0.69 -1.51
23 C 2.51 0.52 -0.85
24 P 0.92 1.18 -1.40
25 C 1.25 2.93 -0.77
26 C 2.22 3.73 -1.63
27 C -0.02 3.73 -0.51
28 C 1.10 1.25 -3.25
29 C 1.22 -0.18 -3.75
30 C -0.11 1.94 -3.87
31 H -1.82 1.11 5.19
32 H -1.24 -0.50 4.78
33 H -2.93 -0.05 4.47
34 H -2.20 1.54 2.71
35 H 0.61 0.75 3.61
36 H -0.14 2.35 3.81
37 H 0.26 1.74 2.19
38 H -3.03 -1.85 3.08
39 H -4.06 -0.05 0.83
40 H -4.28 0.21 2.56
41 H -5.11 -1.13 1.76
42 H -3.04 -2.27 0.05
43 H -3.88 -3.28 1.23
44 H -2.10 -3.23 1.16
45 H -1.30 -2.73 3.87
46 H -0.58 -4.67 5.05
47 H 1.07 -4.39 5.62
48 H 0.76 -5.58 4.35
49 H 2.59 -4.27 3.10
50 H 2.96 -2.55 1.42
51 H 3.72 -0.62 2.09
52 H 5.84 -0.29 0.91
53 H 6.94 -0.27 -1.35
54 H 6.65 1.45 -1.58
55 H 6.03 0.29 -2.76
56 H 3.74 1.09 -2.51
57 H 1.73 2.74 0.20
58 H 1.77 3.98 -2.59
59 H 3.14 3.18 -1.80
60 H 2.47 4.67 -1.13
61 H -0.56 3.94 -1.43
62 H 0.22 4.68 -0.02
63 H -0.69 3.17 0.14
64 H 2.00 1.81 -3.52
65 H 0.34 -0.75 -3.45
66 H 2.10 -0.67 -3.33
67 H 1.30 -0.21 -4.84
68 H -1.01 1.37 -3.68
69 H 0.01 2.03 -4.95
70 H -0.25 2.94 -3.46
71 S -2.63 1.60 -0.65
72 C -3.29 1.20 -2.19
73 C -4.15 2.10 -2.84
74 C -4.66 1.82 -4.09
75 C -4.33 0.63 -4.73
76 C -3.51 -0.28 -4.10
77 C -2.98 -0.02 -2.83
78 S -1.95 -1.21 -2.10
79 H -4.39 3.02 -2.34
80 H -5.30 2.54 -4.58
81 H -4.72 0.41 -5.72
82 H -3.24 -1.21 -4.58
83 O -0.15 -3.81 0.08
84 N 0.50 -3.25 -0.79
85 O 0.43 -2.04 -1.04

DFT (ωB97M-V/def2-TZVPD) results for a cluster of 2 separate species, C32H44I2N3O7S2 in total in a non-equilibrium geometry.

Computed properties:
HOMO level ... -0.0406 Ha
Net charge ... -1
Spin multiplicity ... 1
E ... -90552.606 eV
Orbital gap ... 1.27 eV

Element x y z (Å)
1 C -6.16 2.22 1.16
2 C -4.99 1.66 2.10
3 O -4.38 0.42 1.64
4 C -3.33 0.70 0.70
5 C -1.89 1.03 1.42
6 O -0.87 0.53 0.53
7 C -0.16 1.55 -0.18
8 C 0.67 2.58 0.77
9 C 1.22 1.94 2.13
10 C 2.78 1.53 2.12
11 S 2.90 -0.29 2.46
12 C 4.07 -0.64 3.84
13 S 4.59 0.64 4.83
14 N 4.59 -1.98 4.20
15 C 5.40 -2.60 3.13
16 C 5.78 -1.95 1.77
17 C 6.62 -2.80 0.75
18 C 7.12 -4.24 1.03
19 C 6.77 -4.87 2.40
20 C 5.93 -4.05 3.40
21 C 3.51 -2.95 4.52
22 C 3.48 -3.54 5.97
23 C 2.38 -4.61 6.33
24 C 1.30 -5.08 5.32
25 C 1.32 -4.49 3.87
26 C 2.43 -3.46 3.54
27 C 1.00 0.75 -1.03
28 N 1.15 1.17 -2.43
29 C 1.88 2.41 -2.70
30 I 3.84 2.62 -1.69
31 C 2.27 2.43 -4.31
32 C 1.77 3.77 -5.04
33 I 4.46 2.36 -4.65
34 C -0.16 1.02 -3.09
35 C -1.43 1.58 -2.25
36 C -2.54 2.33 -3.17
37 C -3.08 1.21 -4.22
38 O -4.51 1.22 -4.37
39 C -5.10 0.01 -3.83
40 C -6.27 0.25 -2.74
41 O -4.80 -1.14 -4.18
42 N -1.00 2.42 -1.08
43 H -7.06 2.53 1.81
44 H -5.79 3.21 0.69
45 H -6.48 1.52 0.32
46 H -4.17 2.45 2.18
47 H -5.44 1.42 3.14
48 H -3.59 1.67 0.11
49 H -3.20 -0.11 -0.11
50 H -1.88 0.40 2.37
51 H -1.89 2.16 1.59
52 H 1.53 3.09 0.19
53 H -0.07 3.43 1.03
54 H 0.63 1.04 2.52
55 H 1.11 2.76 2.94
56 H 3.33 2.20 2.85
57 H 3.20 1.72 1.08
58 H 5.46 -0.89 1.52
59 H 6.91 -2.35 -0.27
60 H 7.72 -4.87 0.29
61 H 7.11 -5.92 2.70
62 H 5.68 -4.54 4.41
63 H 4.26 -3.24 6.75
64 H 2.34 -5.08 7.38
65 H 0.50 -5.86 5.55
66 H 0.60 -4.78 3.04
67 H 2.47 -3.05 2.46
68 H 0.66 -0.36 -1.06
69 H 1.92 0.77 -0.37
70 H 1.34 3.40 -2.53
71 H 1.86 1.52 -4.87
72 H 2.16 3.75 -6.13
73 H 0.63 3.87 -5.12
74 H 2.20 4.73 -4.59
75 H -0.26 1.45 -4.14
76 H -0.35 -0.12 -3.20
77 H -1.98 0.67 -1.81
78 H -2.08 3.25 -3.67
79 H -3.43 2.60 -2.48
80 H -2.54 1.42 -5.21
81 H -2.70 0.19 -3.86
82 H -5.72 0.48 -1.76
83 H -6.84 1.18 -3.11
84 H -6.94 -0.67 -2.67
85 H -1.86 2.81 -0.65
86 H -0.42 3.25 -1.33
87 C -6.85 -3.69 -4.29
88 O -6.54 -3.65 -5.50
89 O -7.52 -2.80 -3.69
90 O -6.53 -4.62 -3.49

DFT (ωB97M-V/def2-TZVPD) results for a structure of composition C32H44MnN4P2Si in a non-equilibrium geometry.

Computed properties:
HOMO level (alpha / beta) ... -0.2599 / -0.3106 Ha
Spin multiplicity ... 6
E ... -97625.609 eV
Orbital gap (alpha / beta) ... 5.77 / 7.18 eV

Element x y z (Å)
1 Mn -3.90 2.13 -0.36
2 C 0.31 -1.57 -2.25
3 C -0.44 -0.69 -2.93
4 C -1.83 -0.90 -3.47
5 C -2.98 -1.15 -2.49
6 C -3.24 -2.55 -2.00
7 C -2.38 -3.55 -1.82
8 C -1.11 -3.75 -2.59
9 C 0.20 -3.06 -2.14
10 C -3.95 1.50 1.59
11 H 1.18 -1.20 -1.71
12 H 0.01 0.31 -3.08
13 H -1.88 -1.66 -4.26
14 H -2.05 0.08 -3.94
15 H -2.83 -0.44 -1.64
16 H -3.90 -0.85 -3.05
17 H -4.27 -2.58 -1.59
18 H -2.66 -4.39 -1.17
19 H -1.26 -3.58 -3.65
20 H -0.90 -4.82 -2.47
21 H 0.41 -3.35 -1.10
22 H 0.96 -3.56 -2.76
23 H -3.17 2.17 1.96
24 H -3.58 0.48 1.51
25 H -4.91 1.53 2.11
26 P -5.92 1.03 -0.55
27 P -4.09 2.51 -3.69
28 N -6.60 -0.71 -0.48
29 N -7.43 1.79 -0.05
30 N -4.65 1.27 -4.90
31 N -4.61 3.81 -4.97
32 C -6.03 1.20 -2.35
33 C -5.70 2.60 -2.86
34 C -6.47 -1.64 0.55
35 C -7.36 -2.70 0.32
36 C -8.06 -2.41 -0.89
37 C -7.57 -1.20 -1.36
38 C -7.67 2.52 1.12
39 C -9.02 2.87 1.14
40 C -9.62 2.33 -0.04
41 C -8.63 1.68 -0.75
42 C -3.79 0.51 -5.70
43 C -4.54 -0.37 -6.48
44 C -5.92 -0.14 -6.17
45 C -5.96 0.89 -5.25
46 C -5.15 3.77 -6.26
47 C -5.53 5.06 -6.64
48 C -5.25 5.92 -5.53
49 C -4.71 5.12 -4.52
50 H -7.01 0.91 -2.74
51 H -5.34 0.44 -2.75
52 H -6.49 2.98 -3.52
53 H -5.59 3.37 -2.07
54 H -5.75 -1.49 1.34
55 H -7.50 -3.58 0.94
56 H -8.84 -2.99 -1.37
57 H -7.82 -0.68 -2.26
58 H -6.86 2.72 1.82
59 H -9.52 3.44 1.91
60 H -10.65 2.40 -0.35
61 H -8.68 1.16 -1.70
62 H -2.73 0.69 -5.67
63 H -4.17 -1.08 -7.20
64 H -6.79 -0.64 -6.56
65 H -6.81 1.34 -4.78
66 H -5.27 2.86 -6.82
67 H -5.95 5.35 -7.60
68 H -5.41 6.98 -5.46
69 H -4.42 5.36 -3.51
70 C 2.38 0.84 -0.33
71 Si 0.93 0.73 0.90
72 C 1.07 -0.95 1.82
73 C 1.99 1.66 2.25
74 C -0.77 1.13 0.17
75 C -1.95 1.42 -0.18
76 H 3.28 0.84 0.30
77 H 2.41 1.78 -0.90
78 H 2.45 0.00 -1.01
79 H 2.07 -1.03 2.26
80 H 0.34 -1.03 2.65
81 H 0.91 -1.81 1.16
82 H 2.20 2.71 2.02
83 H 1.61 1.58 3.27
84 H 2.97 1.14 2.24

DFT (ωB97M-V/def2-TZVPD) results for a cluster of 8 separate species, C32H44N8 in total in a non-equilibrium geometry.

Computed properties:
HOMO level ... -0.2909 Ha
Spin multiplicity ... 1
E ... -45814.440 eV
Orbital gap ... 8.24 eV
SMILES ... c1cc[nH]c1.c1cc[nH]c1.c1cc[nH]c1.c1cc[nH]c1.c1cc[nH]c1.c1cc[nH]c1.CCCC#N.CCCC#N

Element x y z (Å)
1 C 2.13 -1.08 7.24
2 C 1.29 -0.06 6.75
3 C 0.47 0.28 7.84
4 N 0.80 -0.45 8.96
5 C 1.79 -1.28 8.60
6 H 2.91 -1.63 6.74
7 H 1.22 0.34 5.75
8 H -0.31 1.03 7.92
9 H 0.40 -0.39 9.88
10 H 2.16 -1.96 9.35
11 C -2.13 -4.36 -4.03
12 C -3.01 -5.11 -4.80
13 C -3.12 -6.28 -4.08
14 N -2.19 -6.36 -3.08
15 C -1.59 -5.12 -3.00
16 H -1.74 -3.39 -4.31
17 H -3.46 -4.78 -5.71
18 H -3.67 -7.18 -4.30
19 H -2.06 -7.08 -2.39
20 H -0.92 -4.93 -2.18
21 C 7.61 -3.61 -3.55
22 C 6.70 -2.55 -3.66
23 C 5.66 -2.98 -4.48
24 N 5.81 -4.36 -4.59
25 C 7.01 -4.75 -4.03
26 H 8.58 -3.51 -3.08
27 H 6.92 -1.56 -3.29
28 H 4.82 -2.48 -4.96
29 H 5.15 -4.98 -5.04
30 H 7.35 -5.74 -4.31
31 C 6.38 4.31 3.14
32 C 5.71 5.19 2.26
33 C 4.76 4.49 1.58
34 N 4.81 3.22 2.03
35 C 5.78 3.07 2.98
36 H 7.14 4.62 3.85
37 H 5.88 6.26 2.31
38 H 4.03 4.72 0.82
39 H 4.13 2.51 1.78
40 H 5.92 2.13 3.49
41 C 0.15 1.13 -0.11
42 C 0.98 0.00 0.00
43 C 2.04 0.14 -0.95
44 N 1.84 1.28 -1.64
45 C 0.71 1.89 -1.19
46 H -0.79 1.31 0.38
47 H 0.82 -0.86 0.64
48 H 2.90 -0.50 -1.10
49 H 2.44 1.56 -2.41
50 H 0.40 2.87 -1.55
51 C 3.64 5.41 -4.31
52 C 4.95 4.93 -4.25
53 C 5.09 3.97 -5.18
54 N 3.97 3.98 -5.96
55 C 3.05 4.85 -5.42
56 H 3.27 6.13 -3.60
57 H 5.73 5.18 -3.54
58 H 5.92 3.34 -5.47
59 H 3.86 3.41 -6.79
60 H 2.07 4.91 -5.86
61 C -6.70 -4.21 2.23
62 C -6.04 -3.41 1.07
63 C -4.67 -2.84 1.46
64 C -4.70 -1.64 2.36
65 N -4.70 -0.70 3.00
66 H -7.51 -4.86 1.88
67 H -7.17 -3.54 2.95
68 H -6.02 -4.86 2.78
69 H -6.73 -2.66 0.68
70 H -5.85 -4.03 0.19
71 H -4.16 -2.42 0.59
72 H -4.05 -3.64 1.86
73 C -6.85 2.96 0.03
74 C -7.98 3.85 0.51
75 C -8.29 3.76 2.05
76 C -8.70 2.45 2.52
77 N -8.98 1.40 2.90
78 H -7.08 1.90 0.17
79 H -5.88 3.13 0.49
80 H -6.71 3.03 -1.05
81 H -8.86 3.66 -0.09
82 H -7.74 4.91 0.38
83 H -9.18 4.37 2.17
84 H -7.60 4.29 2.70